{
  "formula": "C3HINO",
  "method": "the ωB97M-V functional and the def2-TZVPD basis",
  "elements": ["C", "C", "C", "N", "O", "I", "H"],
  "coordinates": [[1.85273, 2.18565, 0.75359], [0.23500, -0.15590, 0.46186], [1.44132, 0.22342, 0.26657], [1.14766, 3.00101, 1.10426], [2.38162, 1.02552, 0.35968], [-0.09349, -0.80643, 2.45605], [-0.52804, -0.46324, -0.24600]],
  "forces_ev_per_a": [[0.75, 0.11, -0.16], [0.03, -1.21, 0.16], [-1.51, -1.33, 0.17], [-0.64, 1.57, 0.57], [1.07, 0.27, -0.19], [0.20, 0.26, -0.37], [0.10, 0.32, -0.18]],
  "total_charge": 1,
  "homo_ev": -15.316,
  "relative_energy_kcal_mol": 59.79,
  "multiplicity": 1,
  "lumo_ev": -7.571,
  "orbital_gap_ev": 7.7
}



{
  "formula": "C9H28CdNO6",
  "method": "the ωB97M-V functional and the def2-TZVPD basis",
  "elements": ["Cd", "C", "C", "C", "C", "C", "C", "N", "O", "C", "C", "C", "H", "H", "H", "H", "H", "H", "H", "H", "H", "H", "H", "H", "H", "H", "H", "H", "H", "H", "O", "H", "H", "O", "H", "H", "O", "H", "H", "O", "H", "H", "O", "H", "H"],
  "coordinates": [[0.92348, -2.45071, 0.10895], [0.81858, 2.24175, 1.59918], [-0.46649, 1.49695, 1.19959], [-1.66972, 2.44781, 1.10268], [-1.62636, 3.27844, -0.18025], [-1.66395, 2.32292, -1.38617], [-0.51985, 1.30779, -1.36893], [-0.39390, 0.74793, -0.03922], [0.39536, -0.37991, 0.02182], [0.73103, 2.04019, -1.84592], [-0.95184, 0.24319, -2.38978], [-0.83980, 0.55738, 2.36689], [0.94443, 3.09236, 0.92986], [1.63904, 1.52463, 1.50891], [0.84157, 2.60090, 2.62832], [-1.63907, 3.16832, 1.92220], [-2.57124, 1.83404, 1.05522], [-0.69027, 3.84364, -0.14843], [-2.46365, 3.96601, -0.29985], [-1.64049, 2.95337, -2.27584], [-2.64229, 1.84410, -1.29035], [1.68074, 1.52650, -1.65158], [0.88284, 3.04742, -1.45474], [0.75207, 2.11448, -2.94026], [-1.85773, -0.19373, -1.94626], [-0.29130, -0.63304, -2.36715], [-1.19116, 0.53801, -3.40536], [-1.72241, -0.02796, 2.10862], [-1.04197, 1.15121, 3.25444], [0.01240, -0.11271, 2.51998], [1.70497, -2.22871, -1.97836], [2.53094, -1.76176, -2.16478], [1.36733, -2.49497, -2.84408], [1.20690, -4.57824, 0.05195], [1.99744, -5.13622, 0.09781], [0.47592, -5.19260, -0.10382], [-1.13660, -3.18129, -0.15552], [-1.58116, -3.42729, -0.98051], [-1.70309, -3.53241, 0.54691], [0.54461, -2.53584, 2.28755], [0.24593, -3.28814, 2.81716], [0.77190, -1.84899, 2.93269], [2.90661, -2.32451, 0.59461], [3.68547, -2.76999, 0.23151], [3.24476, -1.79028, 1.33031]],
  "forces_ev_per_a": [[-2.52, 2.96, -0.85], [0.04, -0.28, -0.44], [-0.78, 0.23, 0.69], [0.25, 0.79, -0.98], [0.52, -0.69, -0.26], [-0.17, 1.08, 1.16], [0.03, 1.00, -0.63], [-1.73, -0.85, 0.12], [1.68, -0.52, 0.13], [1.34, -0.09, -0.92], [-0.28, -1.70, 1.48], [0.54, -0.17, -0.68], [0.43, -0.05, 0.06], [0.16, 0.22, -0.25], [-0.34, 0.03, 0.03], [-0.32, -0.42, 0.39], [-0.14, 0.14, 0.48], [-0.18, 0.27, -0.28], [0.05, 0.12, 0.38], [0.03, -0.39, -0.31], [0.09, -0.31, -0.41], [-0.31, -0.34, 0.42], [-0.35, -0.02, 0.12], [-0.32, 0.24, 0.04], [-0.19, 0.17, -0.24], [0.36, 0.44, -0.35], [0.28, 0.50, 0.01], [0.03, -0.09, 0.01], [0.07, -0.03, 0.13], [-0.22, 0.10, 0.27], [0.65, -0.34, -1.21], [-0.25, 0.19, 0.12], [-0.05, 0.09, 0.15], [0.33, -2.22, -0.05], [-0.10, 0.20, 0.02], [0.05, 0.18, -0.02], [-1.43, -1.03, -0.28], [0.03, 0.29, 0.10], [0.03, 0.30, -0.05], [-0.10, -0.45, 1.58], [0.12, 0.09, -0.08], [-0.26, 0.08, -0.28], [3.27, 0.12, 0.87], [-0.16, 0.10, -0.01], [-0.19, 0.04, -0.20]],
  "total_charge": 1,
  "homo_ev": -8.255,
  "relative_energy_kcal_mol": 32.73,
  "multiplicity": 1,
  "lumo_ev": -3.709,
  "orbital_gap_ev": 4.5
}



{
  "formula": "C51H67BrInN7O5S2Si4",
  "method": "the ωB97M-V functional and the def2-TZVPD basis",
  "elements": ["In", "S", "N", "C", "C", "C", "C", "C", "N", "C", "C", "N", "C", "C", "C", "C", "C", "N", "H", "H", "H", "H", "H", "H", "C", "O", "Si", "C", "C", "C", "Si", "C", "C", "C", "Si", "C", "C", "C", "H", "H", "H", "H", "H", "H", "H", "H", "H", "H", "H", "H", "H", "H", "H", "H", "H", "H", "H", "H", "H", "H", "H", "H", "H", "H", "H", "N", "C", "C", "N", "C", "C", "N", "H", "H", "H", "H", "H", "C", "C", "C", "C", "Si", "O", "C", "C", "C", "C", "C", "C", "C", "C", "C", "C", "C", "C", "H", "H", "H", "H", "H", "H", "H", "H", "H", "H", "H", "H", "H", "H", "H", "H", "H", "H", "H", "Br", "C", "C", "C", "C", "C", "C", "C", "O", "O", "H", "H", "H", "H", "C", "S", "C", "O", "H", "H", "H", "H", "H", "H"],
  "coordinates": [[0.10291, 0.83598, -0.11962], [-6.59028, 0.12065, 3.39927], [-5.53428, 1.33802, 3.49770], [-4.81946, 1.37868, 2.38475], [-3.77920, 2.30990, 2.08022], [-3.38154, 3.32671, 2.95508], [-2.38369, 4.18150, 2.55256], [-1.78856, 3.96375, 1.30998], [-2.14810, 3.01422, 0.47524], [-3.14507, 2.19918, 0.82479], [-3.62302, 1.24566, -0.16843], [-3.10788, 1.33038, -1.39626], [-3.60357, 0.57042, -2.34553], [-4.59919, -0.38514, -2.13933], [-5.11215, -0.52668, -0.86965], [-4.65043, 0.32696, 0.13706], [-5.21696, 0.37356, 1.44898], [-6.19899, -0.38402, 1.91354], [-3.85867, 3.42120, 3.91989], [-2.05004, 4.99212, 3.18097], [-0.97816, 4.60087, 0.99032], [-3.18300, 0.73149, -3.32963], [-4.94909, -0.99771, -2.95688], [-5.86462, -1.26349, -0.63380], [3.31832, 2.98682, 0.94389], [2.50798, 2.59279, -0.13855], [2.14489, 3.54046, -1.41780], [3.75334, 4.39215, -2.03580], [0.99770, 4.98951, -0.99196], [1.49787, 2.30775, -2.70549], [0.16485, 3.00696, -3.86981], [0.97458, 4.48793, -4.80417], [-0.42531, 1.85802, -5.28979], [-1.38519, 3.63447, -2.96355], [2.84077, 1.05698, -3.19151], [4.02944, 0.59559, -1.77959], [3.76590, 1.93187, -4.63731], [2.43472, -0.64421, -3.95314], [4.06300, 3.72711, 0.64292], [3.84193, 2.10744, 1.31734], [2.69312, 3.40501, 1.73550], [4.06887, 5.11732, -1.29176], [3.60078, 4.92793, -2.96524], [4.56362, 3.68774, -2.18165], [1.38755, 5.51811, -0.12738], [0.00884, 4.63074, -0.74184], [0.90277, 5.70557, -1.80154], [1.77141, 4.16763, -5.46703], [1.39128, 5.21197, -4.11458], [0.23110, 5.00062, -5.40868], [0.37396, 1.25757, -5.71040], [-0.83213, 2.45648, -6.09972], [-1.21633, 1.19242, -4.96491], [-1.28136, 4.67704, -2.68582], [-1.56762, 3.05985, -2.05969], [-2.27367, 3.55467, -3.58352], [4.56732, 1.44399, -1.37720], [4.76266, -0.13761, -2.10313], [3.45386, 0.15734, -0.96945], [3.97600, 2.97308, -4.43687], [3.17887, 1.88429, -5.54757], [4.70778, 1.42904, -4.82574], [1.90790, -1.27866, -3.25201], [3.37186, -1.13380, -4.19995], [1.86105, -0.57528, -4.86891], [-0.77107, -1.82758, -5.65765], [-1.15080, -1.91210, -4.35581], [-0.74382, -0.96466, -3.39316], [-1.19575, -0.99990, -2.16207], [-2.04709, -1.97022, -1.84533], [-2.42607, -2.91949, -2.78007], [-1.99105, -2.89438, -4.02986], [0.01537, -1.25965, -5.91395], [-0.98184, -2.61650, -6.24313], [-0.05814, -0.17101, -3.63348], [-2.42051, -1.98475, -0.83642], [-3.10063, -3.72655, -2.52547], [0.82549, -4.23672, -2.14062], [1.67479, -4.26469, -0.88588], [1.79588, -5.66123, -0.31109], [3.04644, -3.70918, -1.21665], [0.84110, -3.01991, 0.44178], [1.19001, -1.62341, -0.13737], [1.52767, -3.62689, 2.13953], [0.65225, -4.03106, 3.14334], [1.10798, -4.50679, 4.36056], [2.46670, -4.59281, 4.60625], [3.35938, -4.18348, 3.63195], [2.88847, -3.70874, 2.41915], [-1.01356, -3.43609, 0.66004], [-1.67170, -4.61321, 0.33366], [-3.00381, -4.81043, 0.66525], [-3.70077, -3.83336, 1.35193], [-3.06559, -2.64730, 1.68215], [-1.74423, -2.45635, 1.32654], [1.29954, -4.83481, -2.92224], [0.73925, -3.21311, -2.49648], [-0.17321, -4.63005, -1.97542], [2.24903, -6.33141, -1.04515], [0.82744, -6.07393, -0.04287], [2.42767, -5.65992, 0.57442], [3.48478, -4.28464, -2.03386], [3.71732, -3.77320, -0.36628], [2.96416, -2.66918, -1.51504], [-0.41041, -3.97719, 2.97010], [0.39896, -4.81432, 5.11562], [2.82821, -4.97080, 5.55077], [4.42501, -4.23543, 3.81334], [3.60080, -3.39812, 1.66982], [-1.14730, -5.40950, -0.17262], [-3.49193, -5.73863, 0.39637], [-4.73036, -3.99184, 1.63554], [-3.59461, -1.87901, 2.22678], [-1.24446, -1.53937, 1.58662], [-3.08794, -0.39403, 5.13665], [-2.00813, 1.16759, 5.26175], [-1.97895, 1.87456, 6.45077], [-1.16508, 2.99328, 6.53644], [-0.37799, 3.37364, 5.45945], [-0.41628, 2.64952, 4.27644], [-1.25597, 1.55070, 4.17162], [0.47218, 3.03083, 3.08322], [1.29575, 3.92892, 3.25984], [0.28204, 2.37739, 2.03129], [-2.57493, 1.55215, 7.29307], [-1.13903, 3.56041, 7.45652], [0.27534, 4.23089, 5.52066], [-1.29855, 1.01339, 3.23847], [2.92527, -0.44268, 2.66641], [1.30209, 0.13566, 3.29875], [1.18973, -0.96301, 4.79929], [0.32235, -0.47443, 2.37787], [3.65749, 0.33595, 2.85434], [2.76516, -0.59530, 1.60292], [3.22050, -1.37284, 3.13494], [2.09225, -1.54531, 4.93683], [0.34914, -1.62949, 4.63456], [1.00734, -0.33377, 5.66653]],
  "forces_ev_per_a": [[1.28, -0.76, -0.01], [0.72, 0.38, -0.67], [0.13, 0.40, 0.41], [-0.94, -0.78, 0.28], [0.51, 0.45, -0.30], [-0.03, 0.01, -0.32], [-0.32, 0.03, -0.16], [-0.03, 0.32, 0.23], [0.22, -0.18, -0.35], [-0.22, 0.41, 0.93], [-0.63, -0.73, -0.21], [0.17, 0.15, 0.01], [-0.24, 0.02, -0.14], [-0.15, 0.10, 0.12], [0.15, 0.20, -0.02], [0.47, 0.05, -0.61], [-0.55, 0.15, 1.10], [-0.14, -0.49, -0.39], [-0.04, -0.03, 0.06], [0.08, 0.04, 0.04], [0.11, 0.04, 0.07], [0.03, -0.13, -0.15], [0.01, -0.02, -0.05], [-0.12, -0.03, 0.01], [0.19, 0.26, 0.67], [-0.43, -0.50, -0.23], [0.31, 1.23, -0.18], [-0.63, -0.62, 0.09], [0.21, -0.81, -0.14], [-0.36, -0.20, 0.51], [-0.90, 0.45, -1.01], [0.05, -0.61, 0.59], [0.32, 0.22, 0.73], [0.77, -0.26, -0.10], [1.13, -0.98, -0.50], [-0.51, 0.45, -0.33], [-0.51, 0.04, 0.65], [-0.32, 0.71, 0.35], [0.08, 0.00, -0.05], [0.04, -0.03, -0.02], [0.08, -0.02, 0.03], [-0.03, 0.13, 0.21], [-0.11, 0.11, -0.22], [0.19, -0.16, -0.04], [0.19, 0.01, 0.21], [-0.28, -0.08, 0.04], [0.05, 0.08, -0.23], [0.17, -0.14, -0.11], [0.11, 0.22, 0.17], [-0.27, -0.06, -0.01], [0.24, -0.16, -0.09], [-0.02, 0.28, -0.05], [-0.16, -0.18, 0.08], [0.09, 0.23, 0.06], [-0.12, -0.05, 0.13], [-0.05, -0.12, -0.25], [0.11, 0.24, 0.13], [0.00, -0.15, -0.26], [-0.13, -0.16, 0.18], [0.11, 0.30, 0.04], [-0.21, -0.05, -0.20], [0.20, -0.23, 0.08], [-0.11, -0.22, 0.20], [0.29, 0.06, 0.03], [-0.18, 0.04, -0.25], [0.15, 0.12, -0.43], [-0.27, 0.07, 0.49], [-0.06, -0.15, -0.24], [0.09, -0.02, 0.38], [-0.11, -0.25, 0.10], [0.09, 0.15, 0.13], [0.19, 0.13, -0.31], [0.02, -0.03, 0.03], [0.03, -0.05, 0.02], [0.14, 0.12, -0.13], [-0.13, -0.07, -0.03], [-0.04, 0.00, 0.14], [0.11, -0.11, 0.02], [-0.77, 0.79, 1.25], [0.11, -0.08, -0.22], [-0.05, -0.08, -0.07], [0.24, -3.08, -0.24], [-0.23, 3.56, -0.46], [-0.30, 0.60, -0.36], [-0.03, -0.06, 0.00], [-0.01, -0.13, 0.11], [-0.03, 0.00, 0.18], [0.21, 0.01, -0.07], [0.07, -0.06, -0.08], [0.52, 0.37, -0.03], [0.11, -0.19, -0.02], [-0.05, -0.14, -0.08], [-0.17, 0.06, 0.02], [-0.10, 0.06, 0.06], [-0.10, 0.01, 0.10], [0.02, -0.08, -0.22], [-0.10, 0.18, -0.17], [-0.17, -0.05, -0.04], [0.08, -0.19, -0.12], [-0.10, -0.14, 0.12], [0.01, -0.11, 0.10], [0.19, -0.08, -0.17], [0.21, 0.01, 0.11], [0.10, 0.20, -0.08], [-0.16, -0.01, 0.05], [-0.06, -0.04, 0.09], [0.04, -0.04, 0.11], [0.06, -0.03, 0.01], [0.15, 0.07, -0.07], [0.05, -0.07, -0.07], [-0.02, -0.03, 0.01], [-0.14, -0.03, 0.01], [-0.11, 0.10, 0.07], [-0.03, 0.22, 0.20], [0.08, -0.06, 0.00], [-0.08, -0.17, 0.00], [-0.08, -0.02, 0.08], [0.02, 0.03, 0.00], [0.05, 0.00, -0.06], [0.19, 0.08, -0.13], [-0.01, -0.02, 0.13], [-0.06, 0.36, 1.04], [0.09, 0.32, 0.03], [-0.27, -0.84, -1.69], [-0.02, 0.01, 0.00], [0.01, 0.03, 0.05], [0.08, 0.05, -0.02], [-0.03, -0.11, -0.05], [-0.37, 0.38, 0.33], [1.87, -0.83, 1.78], [0.07, 0.65, -0.37], [-1.38, -0.17, -1.71], [0.10, 0.10, 0.01], [0.01, -0.03, -0.20], [-0.01, -0.05, -0.03], [0.14, -0.07, -0.04], [-0.10, 0.03, -0.14], [-0.04, 0.07, 0.05]],
  "homo_ev": [-7.739, -7.739],
  "relative_energy_kcal_mol": 141.42,
  "multiplicity": 1,
  "lumo_ev": [-3.408, -3.409],
  "orbital_gap_ev": [4.3, 4.3]
}



{
  "formula": "C17H28ClN5O7STi",
  "method": "the ωB97M-V functional and the def2-TZVPD basis",
  "elements": ["Ti", "C", "C", "N", "C", "S", "N", "N", "C", "C", "C", "C", "C", "C", "C", "N", "H", "H", "H", "H", "H", "H", "H", "H", "H", "H", "H", "H", "H", "O", "Cl", "O", "O", "O", "N", "C", "C", "C", "O", "O", "H", "H", "H", "H", "H", "H", "C", "C", "C", "C", "O", "H", "H", "H", "H", "H", "H", "H", "H", "H"],
  "coordinates": [[0.29188, 0.13488, -0.04945], [2.06217, 2.19037, 5.61815], [0.63510, 2.18019, 5.07521], [0.55002, 2.63670, 3.70506], [0.75579, 1.71736, 2.66832], [1.30240, 2.38811, 1.15339], [0.53620, 0.46722, 2.91102], [0.72143, -0.32634, 1.78191], [1.52203, -1.44926, 1.92454], [1.72624, -2.04830, 3.28313], [2.21080, -1.77286, 0.79291], [3.10083, -2.91118, 0.62998], [3.91977, -3.00080, -0.44739], [3.88278, -1.97032, -1.45640], [2.94574, -0.99034, -1.32763], [2.07196, -0.86447, -0.29854], [2.11269, 1.75987, 6.62216], [2.46069, 3.20696, 5.67016], [2.70806, 1.60804, 4.96038], [-0.01958, 2.79644, 5.70377], [0.24351, 1.16468, 5.09337], [1.02237, 3.50470, 3.49864], [2.49349, -1.50996, 3.85025], [2.03081, -3.09386, 3.21627], [0.80863, -1.99917, 3.87414], [3.11374, -3.67368, 1.39981], [4.59397, -3.84520, -0.55740], [4.52860, -1.99682, -2.32355], [2.84648, -0.23080, -2.09719], [-1.14933, 0.70323, -3.42577], [0.22588, 0.37203, -3.21131], [1.05106, 0.89607, -4.25744], [0.66980, 1.06816, -1.93417], [0.41562, -1.03128, -3.04583], [-2.64089, -0.73636, 2.55286], [-2.85186, -2.14486, 2.24293], [-1.78832, -2.79468, 1.34652], [-1.74393, -2.13165, -0.03044], [-2.70899, -2.17003, -0.77739], [-0.62310, -1.52824, -0.29261], [-1.74164, -0.60311, 3.01075], [-2.53550, -0.21123, 1.68322], [-3.82508, -2.24863, 1.75164], [-2.91217, -2.70189, 3.18660], [-2.04862, -3.84885, 1.19186], [-0.80162, -2.73359, 1.80797], [-1.77804, 3.08672, -0.99053], [-2.29164, 2.00395, -0.03935], [-2.62305, 2.62321, 1.32183], [-3.51444, 1.30108, -0.63474], [-1.28721, 1.05058, 0.15435], [-2.49720, 3.91193, -1.03401], [-1.63410, 2.68659, -1.99152], [-0.82228, 3.46582, -0.62648], [-3.44052, 3.34458, 1.22515], [-1.74258, 3.12768, 1.72187], [-2.92308, 1.85102, 2.03093], [-4.26008, 2.03555, -0.95512], [-3.97656, 0.63653, 0.09840], [-3.21066, 0.69663, -1.48938]],
  "forces_ev_per_a": [[-0.27, 0.10, 1.19], [0.01, -0.04, 0.03], [0.01, 0.02, 0.07], [-0.08, 0.01, -0.07], [0.07, 0.04, -0.05], [-0.01, -0.13, -0.06], [0.15, 0.13, -0.05], [-0.17, 0.01, -0.06], [0.18, 0.34, 0.13], [-0.13, -0.14, -0.04], [0.37, -0.17, -0.25], [0.04, 0.20, -0.16], [-0.20, 0.24, 0.04], [-0.01, -0.20, 0.30], [-0.16, 0.26, 0.01], [0.24, -0.63, -0.03], [-0.01, -0.01, 0.02], [-0.01, 0.03, -0.03], [0.00, -0.04, -0.02], [0.07, 0.01, -0.02], [-0.02, 0.02, -0.01], [-0.06, 0.00, 0.04], [0.00, 0.02, 0.01], [0.03, -0.02, -0.02], [-0.02, 0.00, -0.03], [0.00, -0.01, -0.02], [-0.03, 0.01, 0.03], [-0.02, 0.00, 0.01], [-0.01, -0.06, 0.04], [0.01, -0.03, -0.11], [0.17, 0.51, 0.77], [0.08, 0.05, -0.15], [-0.17, -0.56, -0.89], [-0.03, 0.07, -0.19], [0.04, 0.11, -0.11], [0.01, -0.09, -0.06], [-0.12, -0.08, -0.04], [0.04, 0.34, 0.11], [0.09, -0.13, 0.15], [-0.06, -0.25, -0.51], [0.04, -0.03, -0.01], [-0.01, -0.12, 0.10], [0.05, 0.02, 0.01], [0.01, 0.03, -0.05], [0.03, 0.04, 0.03], [0.01, 0.02, 0.00], [-0.09, 0.09, 0.06], [0.13, -0.01, 0.03], [-0.03, 0.05, -0.05], [-0.01, 0.07, 0.00], [-0.12, -0.07, -0.07], [0.00, 0.01, -0.04], [0.00, -0.07, -0.05], [-0.02, -0.01, 0.04], [-0.02, 0.03, 0.01], [0.04, 0.01, -0.01], [-0.02, -0.01, 0.00], [-0.04, 0.01, 0.01], [0.01, -0.02, 0.02], [0.02, 0.03, -0.02]],
  "total_charge": -2,
  "homo_ev": 0.003,
  "relative_energy_kcal_mol": 29.63,
  "multiplicity": 1,
  "lumo_ev": 4.843,
  "orbital_gap_ev": 4.8
}